Molecular formula: C7H14NO5
Method: DFT, ωB97M-V/def2-TZVPD

```
27
Properties=species:S:1:pos:R:3:forces:R:3:nbo_charge:R:1
C 0.3359 -3.1282 0.2735 -0.05 0.23 0.03 -0.621
C 0.2803 -1.6304 -0.0151 -0.02 -0.43 -0.11 -0.061
O 1.5861 -1.0983 0.1975 -0.44 0.07 0.03 -0.528
C 1.6637 0.1765 0.6748 0.39 0.14 0.94 0.836
O 1.9662 0.3879 1.8209 -0.42 -0.12 -0.52 -0.542
C 1.4530 1.3043 -0.3084 0.28 0.03 -0.43 -0.524
C 0.0571 1.5244 -0.9071 0.20 0.08 0.01 -0.430
C -0.9566 2.1388 0.0469 -0.10 0.06 -0.08 -0.073
O -1.5831 1.2197 0.9689 -0.14 0.22 -0.14 -0.526
C -2.8152 0.7782 0.6219 -0.25 -0.09 0.31 0.894
N -2.8664 0.0381 -0.5688 -0.60 0.64 -0.01 -0.853
O -3.7741 0.9303 1.3410 0.54 -0.31 -0.23 -0.596
H 1.2869 -3.5303 -0.0829 -0.13 0.02 -0.03 0.235
H 0.2631 -3.3062 1.3489 0.09 -0.04 -0.10 0.207
H -0.4976 -3.6340 -0.2269 0.12 0.00 0.09 0.191
H -0.0266 -1.4742 -1.0592 0.05 0.04 0.11 0.149
H -0.4586 -1.1576 0.6396 0.09 0.10 -0.09 0.178
H 1.7828 2.2183 0.1937 -0.05 -0.12 -0.05 0.223
H 2.1522 1.1132 -1.1315 0.00 -0.05 0.18 0.264
H 0.1810 2.2515 -1.7208 -0.03 -0.08 0.07 0.212
H -0.3175 0.6097 -1.3715 -0.05 0.07 0.08 0.210
H -0.4667 2.8892 0.6736 -0.04 -0.15 -0.02 0.207
H -1.7509 2.6587 -0.5068 0.08 -0.08 0.03 0.165
H -3.8437 -0.1633 -0.7567 0.13 -0.07 -0.01 0.385
H -2.4808 0.5401 -1.3618 0.35 -0.29 0.10 0.380
O 4.7281 -0.7763 0.2457 -0.12 0.19 -0.15 -1.368
H 4.1011 -0.8800 0.9707 0.12 -0.05 0.01 0.386
```
Forces are in eV/Å.

Calculated values
* charge: -1
* E_LUMO: 0.090 Ha
* HOMO-LUMO gap: 4.3170 eV